No. 1
22
Properties=species:S:1:pos:R:3:forces:R:3:mulliken_charge:R:1 method="wB97M-V/def2-TZVPD" total_charge=0 homo_energy_ha=-0.3368 relative_energy_ev=4.357 e_tot_ha=-637.8818
C 3.610 0.480 -0.019 -1.9512 0.8194 1.0078 0.730
C 0.303 -0.753 -0.031 -4.8701 -8.1597 1.5841 -0.028
C -1.166 -0.437 0.038 -0.6364 -1.7265 -1.3793 0.777
C -2.133 -1.526 -0.014 -4.4441 13.6926 0.1822 -0.895
C -3.534 -1.222 0.001 4.9816 6.6485 -0.5393 -0.750
C -3.854 0.237 -0.032 0.2976 -3.0508 0.8760 -0.237
C -2.809 1.214 -0.090 -7.7500 4.3472 0.4738 -0.246
C -1.557 0.898 -0.058 7.4491 1.2279 -0.9473 -0.104
H 2.582 2.249 -0.073 -3.7687 1.3213 -0.5833 0.197
H 4.086 2.357 0.133 13.8755 9.9726 1.4170 0.011
H 0.549 -2.063 0.143 -0.4352 4.2175 -0.7085 0.161
H -1.791 -2.344 0.009 4.4356 -11.6401 0.3773 0.706
H -4.225 -1.885 0.253 -3.0365 -2.9168 0.4606 0.477
H -4.939 0.436 0.180 1.3238 0.4127 -0.5860 0.302
H -3.211 2.458 -0.026 1.4031 -3.9892 -0.4311 0.129
H -0.578 1.771 -0.271 -3.4061 -2.8058 1.0614 0.044
N 3.430 1.884 0.062 -9.0067 -13.8492 -1.0278 -0.260
N 4.669 -0.351 0.034 -1.2286 2.0214 -0.9770 -0.388
N 4.142 -1.534 -0.100 -0.7528 -4.5376 0.8911 -0.412
N 2.799 -1.669 -0.050 4.5852 3.8593 -0.6085 -0.499
N 2.525 -0.328 -0.005 -4.0732 0.5129 -0.4446 0.730
N 1.104 0.128 -0.085 7.0080 3.6224 -0.0984 -0.444

---

No. 2
15
Properties=species:S:1:pos:R:3:forces:R:3:mulliken_charge:R:1 method="wB97M-V/def2-TZVPD" total_charge=0 homo_energy_ha=-0.3004 relative_energy_ev=5.544 e_tot_ha=-392.0953
H 2.086 0.851 1.804 0.1937 0.4972 -0.9555 0.213
N 1.626 0.220 1.167 -0.1955 -1.1160 1.4907 -0.646
C 0.903 0.482 0.175 -0.0331 1.9841 -0.6425 0.474
C 0.874 1.634 -0.890 -4.1817 -7.1102 0.5742 -0.320
N 0.012 1.195 -1.796 0.4429 1.5976 1.4752 -0.545
N -0.724 0.063 -1.344 0.6373 3.3245 -0.0477 -0.219
N -0.091 -0.403 -0.230 1.6335 -0.0924 1.9567 0.581
N -0.605 -1.433 0.573 1.3885 -1.3332 0.8460 -0.678
C -1.626 -1.215 1.694 1.4547 -2.7487 -0.1845 -0.643
H 1.525 2.410 -0.875 1.5428 2.3758 -0.6212 0.454
H -0.678 -0.463 -2.161 -0.1020 -2.1492 -1.3518 0.249
H 0.235 -2.040 1.016 -2.3780 2.3124 -1.7120 0.313
H -1.145 -0.810 2.687 -0.6409 -1.7734 -1.4714 0.204
H -2.336 -0.436 1.547 -0.8428 0.2427 -1.1357 0.307
H -2.123 -2.424 1.520 1.0806 3.9888 1.7795 0.256

---

No. 3
21
Properties=species:S:1:pos:R:3:forces:R:3:mulliken_charge:R:1 method="wB97M-V/def2-TZVPD" total_charge=+1 homo_energy_ha=-0.4580 e_tot_ha=-1664.3922
F 4.732 0.186 0.802 -3.1352 -3.8373 -1.9524 -0.202
C 3.915 -0.968 0.349 1.9402 -2.1710 1.2025 0.731
F 4.384 -1.433 -0.993 -1.8550 2.1413 4.6816 -0.207
F 4.230 -2.103 1.296 -1.3424 4.3169 -3.5435 -0.211
O 2.460 -0.767 0.436 3.2434 1.3663 -1.2651 -0.247
C 2.015 0.439 -0.281 0.9534 1.0441 -1.4803 -0.385
S 0.284 0.836 0.422 0.5638 -0.6831 0.5502 0.218
S -0.232 2.863 0.037 0.4631 -0.1733 -0.0360 -0.128
C -1.013 -0.228 -0.490 -1.5484 0.6002 -1.4249 -0.625
C -2.420 -0.028 0.330 -0.0141 0.6779 0.3223 -0.511
C -3.661 -0.971 -0.179 0.6694 -0.9142 1.0108 -0.836
I -5.409 0.388 -0.435 0.9781 -1.0466 -0.0498 0.106
H 2.003 0.308 -1.454 -0.2073 -0.0465 2.4039 0.382
H 2.654 1.403 -0.065 -1.2002 -1.9853 -0.0588 0.402
H 0.249 3.581 1.157 -0.2922 -1.4597 -0.7310 0.274
H -0.664 -1.345 -0.604 -0.2258 2.3689 0.5297 0.446
H -1.128 0.291 -1.550 0.3082 -1.3544 2.0860 0.387
H -2.758 1.103 0.161 0.9484 -2.5231 0.5995 0.376
H -2.248 -0.232 1.486 -0.3002 0.5348 -2.4837 0.267
H -3.441 -1.615 -1.131 -0.5338 1.5384 1.7063 0.400
H -3.951 -1.706 0.706 0.5865 1.6057 -2.0669 0.362